1.
9 unconnected molecules or ions with the total composition C54H135O36P9 at a distorted geometry. Source: the Open Molecules 2025 dataset; level of theory: the ωB97M-V functional and the def2-TZVPD basis.

The maximum force comes out at 4.06 eV/Å. The calculation puts the highest occupied orbital energy at -9.977 eV. As for the SMILES: CCOP(=O)(OCC)OCC.CCOP(=O)(OCC)OCC.CCOP(=O)(OCC)OCC.CCOP(=O)(OCC)OCC.CCOP(=O)(OCC)OCC.CCOP(=O)(OCC)OCC.CCOP(=O)(OCC)OCC.CCOP(=O)(OCC)OCC.CCOP(=O)(OCC)OCC. For the electronic energy, the calculation gives -7920.22724 a.u.

The geometry in ORCA input format:
```
! wB97M-V def2-TZVPD RIJCOSX def2/J DEFGRID3
* xyz 0 1
C 17.53987 13.78252 10.40495
C 16.41739 14.55944 9.85789
O 16.73736 15.95411 10.13076
P 15.69044 17.08967 9.95133
O 14.96172 17.07654 8.67416
O 14.77476 16.85331 11.29662
C 13.43042 17.48678 11.44470
C 13.39189 18.91881 12.05459
O 16.60008 18.39945 10.12014
C 17.79173 18.52001 11.03348
C 18.86764 19.47912 10.46747
H 18.45264 14.19569 10.09698
H 17.51066 13.78365 11.49769
H 17.45258 12.77130 10.02300
H 16.29244 14.38365 8.76988
H 15.40509 14.40090 10.29186
H 13.08241 17.60692 10.45274
H 12.91229 16.83314 12.13101
H 14.10797 18.87364 12.88962
H 13.76205 19.61205 11.36255
H 12.40060 19.34547 12.32405
H 17.41434 18.94194 11.97752
H 18.24941 17.47603 11.04530
H 19.63698 18.88093 9.91675
H 18.49931 20.21566 9.76459
H 19.37861 19.92829 11.28304
C 23.21335 14.57919 14.67624
C 22.44017 13.34538 15.00408
O 21.42386 13.11893 13.99021
P 19.89250 13.57092 14.03903
O 19.45850 13.80856 15.40791
O 19.56890 14.70032 13.00680
C 19.94925 16.01910 13.36266
C 20.89593 16.65891 12.35960
O 19.14912 12.32742 13.23936
C 18.92676 11.08387 13.81232
C 18.08822 10.20540 12.86308
H 24.18380 14.62823 15.07521
H 23.32308 14.57420 13.63773
H 22.65822 15.47989 15.01104
H 23.07590 12.46592 14.98870
H 21.86669 13.35700 15.89303
H 19.00288 16.59844 13.28212
H 20.33996 16.09237 14.40733
H 20.56187 16.46620 11.35478
H 21.03351 17.74860 12.48494
H 21.85132 16.20872 12.44843
H 19.83063 10.54099 14.13084
H 18.37559 11.36254 14.70903
H 17.79477 9.21711 13.25638
H 17.20051 10.74365 12.54045
H 18.78496 10.17683 12.02902
C 15.41957 20.94521 15.71642
C 15.29882 19.64512 16.45830
O 15.29736 18.47027 15.59976
P 16.53690 17.78142 15.10435
O 17.50247 18.56912 14.30636
O 17.25024 17.40024 16.48132
C 16.48659 16.79932 17.53638
C 16.53693 15.27775 17.47430
O 15.90860 16.50457 14.43686
C 16.77681 15.48790 13.85456
C 15.90242 14.18374 13.65837
H 16.43190 20.90018 15.34963
H 14.56338 21.09586 15.04545
H 15.32061 21.80068 16.42144
H 16.15944 19.51176 17.11610
H 14.38655 19.60684 17.08794
H 16.90670 17.10426 18.55221
H 15.45446 17.13901 17.45477
H 17.56222 14.91659 17.37730
H 16.06347 14.92161 18.38441
H 15.93709 14.84394 16.63774
H 17.06974 15.86520 12.93416
H 17.56410 15.20062 14.53958
H 16.35413 13.42372 13.02234
H 15.78599 13.80619 14.68233
H 14.91484 14.41856 13.33571
C 10.52330 15.01939 20.31704
C 10.92996 15.87224 19.13917
O 10.99924 17.25978 19.61014
P 12.31126 18.05369 19.91462
O 13.21858 18.12738 18.74287
O 11.68566 19.40000 20.43058
C 12.65417 20.55994 20.63439
C 11.93915 21.75734 20.00916
O 13.10224 17.40256 21.08732
C 12.51504 17.18382 22.41306
C 13.50984 16.54712 23.32970
H 9.53473 15.22986 20.65196
H 10.66124 13.95186 20.22600
H 11.16761 15.16819 21.18547
H 11.90537 15.56360 18.70178
H 10.25366 15.75364 18.32035
H 12.80921 20.61640 21.70529
H 13.57704 20.36817 20.14950
H 11.70987 21.62837 18.94120
H 10.93085 21.82537 20.38703
H 12.45808 22.71815 20.13133
H 12.12905 18.14383 22.82779
H 11.59729 16.60661 22.26800
H 14.33536 17.22509 23.50225
H 13.07011 16.48515 24.34191
H 13.99671 15.60409 23.00190
C 20.41941 17.97242 16.54309
C 20.20731 16.68595 17.37230
O 20.95838 16.82813 18.57626
P 20.11996 16.58057 19.89300
O 18.89640 17.35767 20.09116
O 19.82791 15.00204 19.83232
C 20.92740 14.02797 19.58329
C 20.35735 13.14343 18.49716
O 21.28019 16.80735 20.98584
C 21.24094 18.08302 21.74289
C 21.93883 19.21529 21.04762
H 21.46376 18.09558 16.22341
H 19.85122 17.90096 15.61913
H 20.04396 18.82869 17.12025
H 19.18108 16.34497 17.61452
H 20.57094 15.75849 16.92564
H 21.85650 14.47447 19.30635
H 21.09457 13.48885 20.56831
H 20.23311 13.74745 17.58285
H 21.21148 12.42749 18.24088
H 19.51318 12.60173 18.95960
H 20.21174 18.44091 22.03167
H 21.82353 17.81338 22.66230
H 21.27953 19.42622 20.22864
H 21.94393 20.09622 21.75475
H 22.93168 18.92760 20.79393
C 16.85663 29.25240 19.86932
C 16.51038 27.92673 19.17805
O 15.16557 27.41310 19.52497
P 15.13135 26.61298 20.88209
O 15.56273 27.39613 22.04677
O 13.56843 26.17379 21.00903
C 12.67478 27.27986 21.44820
C 11.90729 27.89868 20.31999
O 15.84046 25.26122 20.63138
C 15.33613 24.28668 19.69077
C 15.73271 22.88432 20.10361
H 17.73087 29.63756 19.25670
H 16.09326 30.02217 19.91704
H 17.17605 29.09334 20.88002
H 16.63379 28.09985 18.10043
H 17.24849 27.22276 19.39782
H 12.04083 26.77729 22.14050
H 13.25284 27.96862 21.99037
H 11.15216 28.54008 20.84112
H 12.45558 28.53582 19.62314
H 11.37253 27.09631 19.83219
H 14.23751 24.39380 19.64743
H 15.62705 24.65854 18.71184
H 16.75533 22.91736 20.51694
H 15.05992 22.46948 20.86330
H 15.82911 22.16948 19.31177
C 20.78451 25.72623 10.46570
C 19.95373 25.57118 11.70852
O 19.58365 24.15736 11.79943
P 18.76288 23.65226 13.04278
O 18.87213 24.42271 14.27433
O 17.28756 23.51836 12.56030
C 16.90190 22.70229 11.47172
C 16.12801 21.54383 11.89819
O 19.19021 22.16418 13.11304
C 20.47734 21.81121 13.79035
C 20.18671 20.79817 14.89926
H 20.26033 25.22347 9.60033
H 20.94392 26.75673 10.31986
H 21.71691 25.14682 10.67372
H 20.46392 25.88756 12.58111
H 18.98351 26.12492 11.66130
H 16.33456 23.35675 10.82311
H 17.74411 22.36711 10.87540
H 15.16494 21.80548 12.43702
H 15.91286 20.88683 11.01121
H 16.65531 20.90532 12.63097
H 21.08505 21.32483 12.93676
H 20.95314 22.70088 14.19038
H 19.62837 19.94880 14.51545
H 21.12198 20.49251 15.33965
H 19.45724 21.27302 15.60385
C 20.42003 26.09574 22.17623
C 19.09387 26.49116 21.48854
O 18.97701 25.80774 20.19535
P 19.49918 26.45142 18.79348
O 19.64346 27.91019 18.64958
O 20.86670 25.68632 18.47382
C 21.00253 24.25683 18.28999
C 21.66634 23.99426 16.93716
O 18.40681 25.73720 17.86113
C 18.06785 26.28136 16.53373
C 16.70575 25.77744 16.18062
H 20.50605 25.04894 22.38886
H 21.22707 26.32102 21.54117
H 20.61929 26.66292 23.12260
H 18.15953 26.09021 21.98229
H 18.96250 27.54852 21.37411
H 21.64563 23.96946 19.13462
H 19.99652 23.83059 18.17231
H 21.87330 22.90902 16.93621
H 20.93898 24.24492 16.20138
H 22.61784 24.51965 16.76021
H 18.17441 27.36918 16.42979
H 18.86208 25.79847 15.94075
H 15.99358 26.35924 16.69262
H 16.45740 25.89822 15.08674
H 16.75531 24.73851 16.42866
C 10.99098 18.70246 14.88905
C 12.03865 17.92264 15.59455
O 11.46989 16.70034 16.14190
P 11.49476 15.35431 15.33041
O 12.42357 15.32965 14.16752
O 11.91543 14.29158 16.45025
C 13.33802 13.98195 16.59920
C 13.50973 12.48900 16.69050
O 9.98490 14.96591 15.17703
C 9.60559 13.64205 14.89397
C 9.07332 12.97500 16.14244
H 10.72882 18.21402 13.91906
H 10.02990 18.75669 15.51270
H 11.32690 19.72756 14.59496
H 12.83537 17.60126 14.88391
H 12.43338 18.42878 16.52238
H 13.84904 14.38714 15.76076
H 13.64145 14.60781 17.45764
H 14.53077 12.21344 16.90555
H 12.89212 12.07404 17.43550
H 13.30540 12.10012 15.71877
H 8.82620 13.75217 14.11157
H 10.40051 13.07980 14.50507
H 8.49311 12.13694 15.69043
H 9.85621 12.48758 16.69137
H 8.41599 13.60974 16.76019
*
```

Atomic partial charges in e from the Löwdin method, atoms 1 to 4: -0.07 -0.24 -0.21 0.38

***

2.
A single C5H10O molecule at a distorted geometry. Source: the Open Molecules 2025 dataset; level of theory: the ωB97M-V functional and the def2-TZVPD basis.

The maximum force comes out at 3.75 eV/Å. The calculation puts the highest occupied orbital energy at -6.760 eV. For the electronic energy, the calculation gives -271.54690 a.u.

The geometry in ORCA input format:
```
! wB97M-V def2-TZVPD RIJCOSX def2/J DEFGRID3
* xyz 0 1
C 2.36173 0.09944 0.40420
O 1.36017 -0.89347 0.53795
C 0.38739 -0.95465 -0.42154
C -0.69818 0.81272 -0.39136
C -2.01912 0.42831 0.14284
C -1.27411 -0.90658 0.09521
H 2.05274 1.03233 0.88572
H 2.57655 0.30075 -0.65147
H 3.26714 -0.26237 0.90004
H 0.70193 -0.57225 -1.39101
H -0.05143 1.34580 0.26610
H -0.69601 1.11848 -1.41707
H -2.84926 0.54808 -0.54689
H -2.27223 0.82686 1.11798
H -1.13100 -1.30480 1.09048
H -1.72519 -1.60720 -0.59141
*
```

Atomic partial charges in e from the natural (NBO) method, atoms 1 to 4: -0.25 -0.54 0.02 -0.36

***

3.
2 unconnected molecules or ions with the total composition C5H9F2N at a distorted geometry. Source: the Open Molecules 2025 dataset; level of theory: the ωB97M-V functional and the def2-TZVPD basis.

The maximum force comes out at 4.53 eV/Å. The calculation puts the highest occupied orbital energy at -9.342 eV. As for the SMILES: FC(F)C1=CC1.CN. For the electronic energy, the calculation gives -450.22790 a.u.

The geometry in ORCA input format:
```
! wB97M-V def2-TZVPD RIJCOSX def2/J DEFGRID3
* xyz 0 1
F -0.75403 -2.55744 0.51698
C -0.77605 -1.10679 0.38619
F -1.90185 -0.74062 1.06363
C -0.76463 -0.83743 -1.04206
C 0.25788 -0.68984 -1.92744
C -1.02831 -1.02151 -2.47917
H 0.04201 -0.76321 1.04974
H 1.08162 -0.05893 -2.20713
H -1.77174 -0.28932 -2.96587
H -1.09841 -1.88687 -3.11968
C 1.18633 1.76852 1.11919
N 0.53250 0.82723 1.95621
H 0.99868 2.77777 1.09771
H 2.18304 1.54626 1.33341
H 1.03342 1.41645 0.09309
H -0.25695 1.12912 2.37617
H 1.03650 0.48662 2.74904
*
```

Atomic partial charges in e from the natural (NBO) method, atoms 1 to 4: -0.39 0.49 -0.35 -0.05

***

4.
2 unconnected molecules or ions with the total composition C4H11IN4O3P. Source: the Open Molecules 2025 dataset; level of theory: the ωB97M-V functional and the def2-TZVPD basis.

The maximum force comes out at 0.79 eV/Å. The calculation puts the highest occupied orbital energy at -12.239 eV. For the electronic energy, the calculation gives -1242.53574 a.u.

The geometry in ORCA input format:
```
! wB97M-V def2-TZVPD RIJCOSX def2/J DEFGRID3
* xyz 1 1
N -0.60629 -0.28191 -0.52837
C 0.22862 0.55993 0.07755
N 0.79601 0.34656 1.28510
C 1.13105 1.72781 1.74443
C 1.70254 2.24465 0.43820
P 3.17468 1.24096 -0.18982
O 4.24101 1.80679 0.90500
I 3.55259 2.62043 -2.17946
N 0.59499 1.74675 -0.43603
H -1.38927 0.02776 -1.08623
H -0.38953 -1.26765 -0.51093
H 0.24511 -0.23527 1.90294
H 0.15009 2.21052 1.83281
H 1.72294 1.83829 2.64556
H 1.91866 3.30961 0.40946
H 5.01550 1.22280 0.96091
H 0.74216 1.76904 -1.44087
C -3.61731 -3.49008 -0.59926
N -2.82648 -2.34196 -1.11862
O -3.24349 -1.21717 -0.92740
O -1.79341 -2.59165 -1.71263
H -4.49655 -3.09773 -0.10393
H -3.87717 -4.10950 -1.45247
H -2.97646 -4.03899 0.08409
*
```

Atomic partial charges in e from the natural (NBO) method, atoms 1 to 4: -0.80 0.69 -0.56 -0.23

***

Copy entry 2 word for word.
A single C5H10O molecule at a distorted geometry. Source: the Open Molecules 2025 dataset; level of theory: the ωB97M-V functional and the def2-TZVPD basis.

The maximum force comes out at 3.75 eV/Å. The calculation puts the highest occupied orbital energy at -6.760 eV. For the electronic energy, the calculation gives -271.54690 a.u.

The geometry in ORCA input format:
```
! wB97M-V def2-TZVPD RIJCOSX def2/J DEFGRID3
* xyz 0 1
C 2.36173 0.09944 0.40420
O 1.36017 -0.89347 0.53795
C 0.38739 -0.95465 -0.42154
C -0.69818 0.81272 -0.39136
C -2.01912 0.42831 0.14284
C -1.27411 -0.90658 0.09521
H 2.05274 1.03233 0.88572
H 2.57655 0.30075 -0.65147
H 3.26714 -0.26237 0.90004
H 0.70193 -0.57225 -1.39101
H -0.05143 1.34580 0.26610
H -0.69601 1.11848 -1.41707
H -2.84926 0.54808 -0.54689
H -2.27223 0.82686 1.11798
H -1.13100 -1.30480 1.09048
H -1.72519 -1.60720 -0.59141
*
```

Atomic partial charges in e from the natural (NBO) method, atoms 1 to 4: -0.25 -0.54 0.02 -0.36